# 1
C50H71F6N3O25S2 | ωB97M-V with the def2-TZVPD basis set

Geometry (Å):
S (15.31, -19.61, 20.45)
S (13.46, -18.79, 21.98)
F (13.79, -17.73, 24.34)
F (17.51, -19.62, 19.03)
F (17.74, -18.85, 21.00)
F (13.39, -19.87, 24.35)
F (11.81, -18.41, 23.90)
F (17.52, -20.97, 20.72)
O (20.45, -20.71, 23.22)
O (12.49, -24.27, 21.20)
O (12.19, -15.36, 20.05)
O (11.27, -19.46, 26.96)
O (10.41, -19.20, 16.93)
O (12.66, -12.38, 24.25)
O (16.26, -19.42, 24.40)
O (11.87, -12.81, 26.36)
O (15.02, -18.51, 19.59)
O (17.12, -19.61, 27.18)
O (11.01, -25.76, 21.91)
O (16.94, -18.18, 14.87)
O (12.54, -14.49, 24.99)
O (5.73, -22.54, 26.06)
O (10.59, -23.61, 22.17)
O (15.09, -12.15, 16.67)
O (14.78, -20.88, 20.05)
O (16.72, -23.56, 22.95)
O (7.15, -17.93, 21.19)
O (13.18, -17.49, 21.47)
O (12.61, -19.81, 21.45)
O (16.76, -15.22, 23.28)
O (12.75, -20.59, 17.49)
O (15.00, -15.98, 29.01)
O (7.98, -17.97, 23.94)
N (17.44, -17.13, 25.50)
N (15.05, -19.32, 22.01)
N (17.83, -21.67, 24.48)
C (14.41, -13.01, 17.49)
C (8.22, -19.07, 17.92)
C (12.57, -22.83, 21.22)
C (8.21, -19.98, 25.22)
C (16.14, -15.09, 22.01)
C (14.06, -16.89, 28.55)
C (9.37, -18.53, 20.40)
C (13.24, -16.48, 27.49)
C (16.05, -19.96, 16.17)
C (21.30, -19.71, 22.69)
C (7.99, -18.42, 20.22)
C (11.33, -24.65, 21.74)
C (18.36, -16.38, 24.59)
C (6.07, -19.31, 24.34)
C (19.21, -21.66, 24.97)
C (6.34, -21.44, 25.47)
C (16.61, -20.46, 28.15)
C (16.97, -23.99, 24.26)
C (20.10, -20.51, 24.55)
C (12.94, -14.59, 19.22)
C (9.60, -19.03, 18.06)
C (14.61, -18.14, 15.52)
C (13.52, -14.52, 23.89)
C (13.96, -18.15, 29.10)
C (15.84, -18.75, 15.51)
C (17.01, -24.45, 21.91)
C (17.15, -19.80, 20.27)
C (13.37, -12.45, 18.22)
C (13.06, -18.72, 23.80)
C (13.76, -19.95, 16.83)
C (12.63, -13.24, 19.10)
C (13.55, -18.74, 16.17)
C (7.43, -18.70, 18.99)
C (17.26, -18.28, 27.67)
C (11.27, -22.38, 21.90)
C (12.37, -13.17, 25.35)
C (10.18, -18.88, 19.31)
C (14.01, -15.13, 18.52)
C (14.77, -14.33, 17.67)
C (15.03, -20.51, 16.90)
C (7.68, -21.19, 25.66)
C (5.52, -20.45, 24.92)
C (7.42, -19.12, 24.47)
C (17.83, -16.14, 23.21)
C (13.01, -19.04, 28.62)
C (18.14, -17.51, 26.74)
C (12.22, -18.68, 27.54)
C (17.01, -22.72, 25.09)
C (13.14, -13.23, 23.15)
C (12.37, -17.42, 26.99)
H (15.27, -16.16, 29.91)
H (7.71, -19.42, 17.03)
H (7.52, -17.86, 22.09)
H (9.96, -19.32, 16.10)
H (11.30, -20.40, 27.11)
H (17.40, -17.06, 22.80)
H (13.40, -15.52, 27.02)
H (15.57, -14.17, 22.00)
H (20.87, -18.71, 22.73)
H (17.84, -25.11, 22.20)
H (17.96, -24.48, 24.25)
H (17.38, -23.02, 26.08)
H (15.56, -20.21, 28.37)
H (16.85, -15.02, 21.18)
H (6.36, -18.70, 18.83)
H (12.35, -13.37, 22.42)
H (9.27, -19.85, 25.40)
H (14.54, -18.39, 29.99)
H (16.01, -22.35, 25.30)
H (13.45, -22.52, 21.76)
H (14.01, -12.75, 22.71)
H (11.93, -20.03, 17.51)
H (5.37, -18.54, 24.06)
H (13.28, -15.41, 23.31)
H (19.32, -16.90, 24.63)
H (15.78, -19.28, 23.45)
H (15.55, -15.99, 21.81)
H (17.90, -22.00, 23.50)
H (11.78, -17.12, 26.13)
H (16.80, -18.58, 24.73)
H (12.54, -22.37, 20.23)
H (15.10, -21.47, 17.39)
H (18.68, -15.80, 22.59)
H (8.87, -17.81, 24.27)
H (17.12, -20.45, 29.13)
H (19.09, -18.05, 26.59)
H (21.47, -19.97, 21.65)
H (12.74, -19.92, 29.20)
H (18.54, -15.37, 25.00)
H (16.76, -16.45, 25.82)
H (15.63, -14.77, 17.17)
H (16.87, -20.30, 24.48)
H (22.27, -19.70, 23.20)
H (16.21, -25.18, 21.75)
H (18.50, -16.61, 27.26)
H (4.45, -20.62, 24.95)
H (16.28, -24.76, 24.63)
H (21.00, -20.45, 25.18)
H (17.66, -18.36, 28.69)
H (14.38, -16.12, 18.80)
H (11.23, -19.09, 19.47)
H (15.84, -12.56, 16.24)
H (13.20, -11.39, 18.15)
H (19.19, -21.79, 26.05)
H (9.82, -18.34, 21.36)
H (17.06, -20.35, 16.19)
H (19.81, -22.50, 24.56)
H (8.33, -21.87, 26.20)
H (11.59, -21.92, 22.84)
H (16.28, -17.81, 27.82)
H (19.55, -19.56, 24.73)
H (10.72, -21.66, 21.31)
H (16.73, -17.28, 14.62)
H (12.41, -16.30, 20.04)
H (12.54, -18.39, 16.05)
H (17.30, -23.84, 21.07)
H (14.55, -14.62, 24.25)
H (5.36, -23.16, 25.43)
H (16.60, -21.50, 27.84)
H (11.81, -12.77, 19.62)
H (14.48, -17.22, 14.95)

## Properties
* ΔE to the lowest compared entry with this formula, charge and spin: 0.00 kJ/mol

Here are the Mulliken charges for atoms 1 to 99, given in e: S 0.82; S 0.26; F 0.07; F -0.11; F -0.22; F -0.15; F -0.06; F -0.15; O -0.34; O -0.44; O -0.53; O -0.29; O -0.37; O -0.40; O 1.29; O -0.54; O -0.65; O -0.01; O -0.54; O -0.60; O -0.12; O -0.55; O -0.40; O -0.58; O -0.33; O -0.11; O -0.60; O 0.31; O -0.05; O -0.39; O -0.61; O -0.56; O -0.63; N -0.54; N -0.45; N 0.44; C 0.90; C -0.79; C 0.66; C -0.01; C -0.41; C -0.01; C -0.41; C -0.48; C -0.71; C -0.76; C 0.46; C 0.48; C -1.23; C -0.48; C -1.14; C -0.12; C -0.69; C -1.02; C 0.03; C -0.18; C 0.44; C -0.60; C 0.72; C -0.26; C 0.89; C -0.82; C 0.01; C -0.64; C -0.49; C 0.31; C -0.47; C -0.48; C -0.59; C 0.05; C 0.39; C 0.45; C -0.09; C -0.16; C -0.82; C -0.39; C -0.54; C -0.29; C 0.57; C 0.52; C -0.64; C -1.19; C -0.23; C -0.68; C -0.19; C -0.35; H 0.37; H 0.35; H 0.33; H 0.24; H 0.28; H -0.47; H 0.56; H 0.01; H 0.21; H 0.38; H 0.41; H 0.35; H 0.04



# 2
C15H23N5O9 | ωB97M-V with the def2-TZVPD basis set

Geometry (Å):
O (1.82, -6.22, -1.33)
O (-1.05, 2.58, -7.84)
O (1.08, -0.12, -2.47)
O (-0.54, -0.60, -3.82)
O (0.34, 3.16, -6.29)
O (0.44, -6.81, -2.89)
O (-3.31, 3.85, 5.03)
O (-1.62, 0.84, 0.94)
O (-1.94, 2.93, 2.03)
N (-0.67, 3.31, -6.95)
N (0.50, -3.34, 1.54)
N (0.40, 0.08, -3.46)
N (0.81, -6.08, -1.99)
N (1.09, -0.41, 2.21)
C (-0.05, -4.90, -1.67)
C (0.75, 1.26, -4.30)
C (0.26, -0.82, 1.21)
C (1.36, -2.92, 2.55)
C (3.31, -2.27, 4.73)
C (2.64, -1.21, 3.97)
C (2.05, -3.99, 3.36)
C (1.65, -1.50, 2.86)
C (-1.34, 1.62, 2.10)
C (-0.43, 0.31, 0.34)
C (-1.53, 3.59, 3.26)
C (-2.77, 4.42, 3.83)
C (-1.52, 4.49, -6.63)
C (-0.03, -2.25, 0.86)
C (3.00, -3.72, 4.42)
H (-0.73, -0.15, -0.65)
H (-0.23, 1.78, 2.22)
H (-2.38, 4.49, -7.29)
H (4.05, -2.07, 5.54)
H (-1.20, 2.84, 4.05)
H (0.07, 1.32, -5.13)
H (-0.36, -4.99, -0.63)
H (-2.42, 5.49, 3.99)
H (-2.66, 3.33, 5.51)
H (2.87, -0.14, 4.25)
H (0.33, 1.14, 0.18)
H (-0.72, -2.45, -0.01)
H (-3.58, 4.37, 3.05)
H (3.48, -4.59, 4.94)
H (1.83, -5.07, 3.13)
H (1.77, 1.13, -4.64)
H (0.56, -4.01, -1.82)
H (0.66, 2.15, -3.67)
H (-1.77, 1.05, 2.98)
H (-0.90, -4.91, -2.34)
H (-0.62, 4.24, 3.08)
H (-0.91, 5.38, -6.78)
H (-1.83, 4.40, -5.59)

What are the Mulliken partial charges on each atom? They are as follows, in elementary charge units: O -0.53; O -0.50; O -0.53; O -0.54; O -0.53; O -0.54; O -0.51; O -0.36; O -0.42; N 0.87; N -0.46; N 0.94; N 0.85; N -0.46; C -0.57; C -0.79; C 0.84; C 0.29; C -0.42; C -0.45; C -0.43; C 0.50; C -0.31; C -0.60; C -0.42; C -0.15; C -0.73; C -0.39; C -0.44; H 0.16; H 0.34; H 0.30; H 0.34; H 0.27; H 0.31; H 0.21; H 0.21; H 0.30; H 0.35; H 0.35; H 0.41; H 0.24; H 0.35; H 0.34; H 0.30; H 0.25; H 0.31; H 0.26; H 0.34; H 0.29; H 0.29; H 0.29



# 3
C13H18N5O5 | ωB97M-V with the def2-TZVPD basis set

Geometry (Å):
O (3.76, 2.15, -0.57)
O (-0.68, -0.07, -2.25)
O (-2.04, 3.35, 1.38)
O (-0.19, 2.14, 1.52)
O (0.04, -3.83, -0.10)
N (-3.73, -0.52, 3.50)
N (-0.25, -0.22, -0.02)
N (1.53, 2.00, -0.61)
N (1.02, -2.33, -1.43)
N (-1.81, 0.28, 2.80)
C (-0.78, -1.80, 1.74)
C (0.20, 1.87, -1.25)
C (-0.33, 0.43, -1.18)
C (2.82, 1.26, -2.53)
C (2.01, -3.21, -1.98)
C (2.75, 1.83, -1.16)
C (-2.97, -1.59, 3.02)
C (-1.82, -1.06, 2.55)
C (0.15, -2.68, -0.49)
C (-0.80, 2.93, -0.64)
C (-0.73, -1.58, 0.23)
C (-2.98, 0.58, 3.42)
C (-1.03, 2.79, 0.87)
H (1.50, 2.26, 0.37)
H (-0.90, -2.89, 1.94)
H (-1.81, 2.84, -1.10)
H (-3.26, -2.63, 2.92)
H (-0.49, 3.96, -0.84)
H (-3.29, 1.59, 3.69)
H (2.91, -2.66, -2.17)
H (1.62, -3.62, -2.91)
H (-1.71, -1.61, -0.20)
H (-1.11, 0.95, 2.49)
H (1.02, -1.35, -1.73)
H (2.23, -3.98, -1.24)
H (2.17, 1.78, -3.21)
H (3.80, 1.44, -2.93)
H (2.65, 0.19, -2.49)
H (0.15, -1.45, 2.13)
H (0.11, 0.33, 0.77)
H (0.28, 2.12, -2.30)

## Properties
* ΔE to the lowest compared entry with this formula, charge and spin: 0.00 kJ/mol
* charge: -1

What are the Mulliken partial charges on each atom? They are as follows, in elementary charge units: O -0.69; O -0.71; O -0.78; O -0.98; O -0.71; N -0.73; N 0.12; N -0.01; N 0.05; N -0.07; C -1.39; C -0.07; C 0.14; C -0.89; C -1.10; C 0.72; C -0.46; C 0.57; C 0.32; C -1.02; C 0.35; C -0.21; C 0.71; H 0.17; H 0.41; H 0.30; H 0.39; H 0.41; H 0.43; H 0.32; H 0.32; H 0.42; H 0.25; H 0.14; H 0.40; H 0.37; H 0.37; H -0.03; H 0.48; H 0.34; H 0.36



# 4
C11H13IN2O | ωB97M-V with the def2-TZVPD basis set

Geometry (Å):
I (2.57, -1.51, 0.05)
O (-1.72, -1.43, 0.68)
N (-1.32, 2.14, 0.79)
N (0.01, -1.04, 2.06)
C (-0.19, 2.18, 0.60)
C (1.19, 2.22, 0.30)
C (3.47, 2.41, 1.01)
C (-3.80, -1.23, -0.41)
C (2.13, 2.39, 1.32)
C (3.89, 2.27, -0.31)
C (2.95, 2.12, -1.32)
C (1.60, 2.09, -1.02)
C (0.48, -1.62, -0.22)
C (-0.37, -1.39, 0.79)
C (-2.32, -1.53, -0.59)
H (1.79, 2.48, 2.34)
H (-3.93, -0.20, -0.09)
H (-0.74, -1.10, 2.74)
H (-4.33, -1.38, -1.35)
H (0.90, -1.39, 2.38)
H (3.28, 2.01, -2.35)
H (-4.22, -1.88, 0.35)
H (0.86, 1.96, -1.80)
H (0.18, -1.86, -1.22)
H (-2.17, -2.54, -1.00)
H (4.94, 2.26, -0.55)
H (-1.87, -0.80, -1.27)
H (4.21, 2.53, 1.79)

What are the Mulliken partial charges on each atom? They are as follows, in elementary charge units: I -0.06; O -0.35; N -0.51; N -0.43; C -0.06; C 0.61; C -0.51; C -1.32; C -0.36; C -0.36; C -0.56; C -0.27; C -0.89; C 0.72; C -0.25; H 0.45; H 0.31; H 0.24; H 0.39; H 0.15; H 0.38; H 0.31; H 0.42; H 0.48; H 0.37; H 0.39; H 0.33; H 0.38



HOMO energy, record by record: -7.30, -8.99, -5.70, -7.92 eV
HOMO-LUMO gap, record by record: 7.29, 8.24, 8.48, 8.40 eV
Energy, record by record: -5388.54025, -1535.89402, -1156.34087, -909.37878 hartree